C15H38Cl2N2O5 | the ωB97M-V functional and the def2-TZVPD basis

The HOMO-LUMO gap is 9.645 eV. As for the electronic energy: -2000.381401 Eh.

Positions of all 62 atoms, in Å:
Cl: 18.97 -1.02 -7.53
C: 17.59 -2.17 -7.32
C: 17.70 -2.93 -5.93
Cl: 19.14 -4.00 -5.70
H: 17.49 -2.85 -8.17
H: 16.66 -1.62 -7.44
H: 16.78 -3.51 -5.85
H: 17.69 -2.22 -5.11
C: 13.68 1.45 -13.61
C: 13.23 2.18 -12.32
C: 14.43 2.90 -11.62
O: 12.18 3.12 -12.58
H: 14.26 0.55 -13.38
H: 14.25 2.04 -14.33
H: 12.79 1.13 -14.15
H: 12.81 1.42 -11.67
H: 15.28 2.23 -11.52
H: 14.23 3.31 -10.63
H: 14.74 3.73 -12.26
H: 11.84 3.48 -11.76
C: 14.81 -8.60 -13.70
C: 14.78 -7.06 -13.97
C: 13.39 -6.43 -13.80
O: 15.64 -6.53 -12.95
H: 14.26 -9.12 -14.49
H: 14.36 -8.81 -12.73
H: 15.84 -8.95 -13.66
H: 15.05 -7.00 -15.02
H: 13.00 -6.66 -12.81
H: 12.71 -6.73 -14.60
H: 13.47 -5.34 -13.88
H: 15.38 -6.78 -12.07
C: 13.38 -9.30 -7.24
C: 14.88 -9.30 -6.98
C: 15.54 -10.63 -7.32
O: 15.58 -8.30 -7.70
H: 12.80 -9.95 -6.58
H: 13.12 -9.77 -8.19
H: 12.94 -8.30 -7.20
H: 15.07 -9.11 -5.93
H: 15.01 -11.38 -6.74
H: 16.62 -10.63 -7.16
H: 15.30 -10.86 -8.36
H: 16.51 -8.27 -7.46
O: 21.27 -8.30 -9.69
C: 21.16 -7.86 -10.86
N: 20.90 -6.61 -11.03
C: 21.17 -8.77 -12.02
H: 20.93 -6.18 -10.12
H: 20.27 -6.40 -11.79
H: 20.72 -8.40 -12.94
H: 20.48 -9.60 -11.82
H: 22.20 -9.06 -12.19
O: 27.08 -1.78 -9.76
C: 26.09 -2.45 -9.54
N: 25.63 -3.18 -10.55
C: 25.48 -2.63 -8.17
H: 26.17 -3.19 -11.40
H: 24.75 -3.68 -10.47
H: 26.32 -2.76 -7.48
H: 24.75 -3.43 -8.07
H: 24.95 -1.70 -7.98

C38H36O4PPtS4 | the ωB97M-V functional and the def2-TZVPD basis

The HOMO-LUMO gap (alpha / beta) is 6.364 / 6.473 eV. Its expectation value of S² is 0.7561. As for the electronic energy: -3824.068607 Eh. The multiplicity is 2.

Positions of all 84 atoms, in Å:
Pt: -1.57 -0.66 0.94
C: 0.12 4.37 -5.97
C: -0.10 3.58 -4.71
C: 0.56 2.37 -4.49
C: 0.34 1.64 -3.33
C: -0.53 2.12 -2.38
C: -1.22 3.31 -2.59
C: -0.99 4.04 -3.75
S: -0.96 1.37 -0.78
O: -0.17 2.14 0.21
C: -0.30 -0.34 -0.88
C: -1.14 -1.21 -1.63
C: -0.68 -2.40 -2.11
C: 0.66 -2.80 -1.87
C: 1.15 -4.02 -2.37
C: 2.44 -4.41 -2.12
C: 3.27 -3.61 -1.33
C: 2.82 -2.42 -0.83
C: 1.52 -1.95 -1.12
C: 1.05 -0.69 -0.64
C: 1.96 0.21 0.10
C: 3.10 0.80 -0.54
C: 3.39 0.60 -1.92
C: 4.46 1.20 -2.52
C: 5.31 2.04 -1.78
C: 5.05 2.28 -0.46
C: 3.94 1.68 0.19
C: 3.64 1.98 1.53
C: 2.54 1.44 2.13
C: 1.72 0.57 1.41
S: 0.34 -0.11 2.33
O: -0.05 0.86 3.35
C: 1.31 -1.35 3.22
C: 1.94 -2.39 2.56
C: 2.72 -3.27 3.28
C: 2.87 -3.14 4.66
C: 3.75 -4.08 5.44
C: 2.19 -2.11 5.31
C: 1.41 -1.21 4.59
H: 1.02 4.05 -6.50
H: 0.22 5.43 -5.74
H: -0.73 4.26 -6.65
H: 1.26 2.01 -5.23
H: 0.86 0.70 -3.18
H: -1.90 3.67 -1.83
H: -1.51 4.98 -3.91
H: -2.12 -0.85 -1.91
H: -1.32 -3.06 -2.68
H: 0.49 -4.65 -2.95
H: 2.80 -5.35 -2.53
H: 4.28 -3.93 -1.11
H: 3.48 -1.81 -0.22
H: 2.75 -0.05 -2.50
H: 4.64 1.03 -3.57
H: 6.16 2.51 -2.26
H: 5.69 2.94 0.11
H: 4.29 2.65 2.08
H: 2.27 1.69 3.15
H: 1.83 -2.51 1.48
H: 3.23 -4.08 2.77
H: 3.98 -4.98 4.86
H: 3.28 -4.38 6.37
H: 4.69 -3.59 5.69
H: 2.29 -1.99 6.38
H: 0.89 -0.40 5.08
C: -7.49 0.34 3.66
C: -6.69 -0.70 2.91
O: -5.31 -0.28 2.91
P: -4.36 -0.11 1.66
S: -2.90 1.15 2.15
S: -3.68 -1.90 0.98
O: -5.39 0.51 0.59
C: -4.90 0.97 -0.68
C: -5.92 1.93 -1.26
H: -8.53 0.01 3.77
H: -7.48 1.29 3.12
H: -7.07 0.50 4.65
H: -7.04 -0.82 1.89
H: -6.72 -1.66 3.42
H: -4.75 0.11 -1.33
H: -3.94 1.47 -0.54
H: -6.87 1.42 -1.43
H: -5.56 2.32 -2.21
H: -6.09 2.76 -0.58

C11H25N5O4 | the ωB97M-V functional and the def2-TZVPD basis

The HOMO-LUMO gap is 8.679 eV. As for the electronic energy: -1008.869447 Eh.

Positions of all 45 atoms, in Å:
C: -2.50 -0.26 -0.73
C: -1.02 -0.69 -0.59
C: -3.43 -1.27 -0.06
C: -3.33 -1.10 1.46
C: -3.08 -2.73 -0.38
C: 3.21 -0.87 0.03
C: 4.11 -0.28 -1.04
C: 2.96 0.02 1.24
C: 2.36 1.42 1.09
C: 1.09 1.38 0.29
C: -0.75 2.88 -0.32
H: -3.49 0.43 -2.41
H: -2.02 -0.08 -2.68
H: -2.69 0.64 -0.11
H: -4.51 -1.05 -0.37
H: -3.96 -1.90 1.95
H: -3.68 -0.18 1.77
H: -2.31 -1.21 1.82
H: -3.81 -3.41 0.04
H: -2.98 -2.95 -1.49
H: -2.13 -2.96 0.09
H: 0.20 -1.37 0.69
H: 4.30 -2.03 1.29
H: 3.08 -2.83 0.70
H: 2.22 -1.12 -0.45
H: 2.28 -0.61 1.87
H: 3.88 0.14 1.78
H: 3.08 2.02 0.62
H: 2.20 1.86 2.08
H: 0.37 0.77 0.77
H: 1.25 0.93 -0.63
H: 1.06 3.48 0.19
H: -0.96 1.15 -0.88
H: -0.82 4.72 0.47
H: -2.07 4.34 -0.59
H: 4.90 -1.92 -1.19
N: -2.79 -0.20 -2.13
N: 3.80 -2.14 0.44
N: 0.47 2.70 0.26
N: -1.51 1.97 -0.78
N: -1.11 4.21 -0.36
O: -0.27 -0.93 -1.50
O: -0.61 -0.85 0.72
O: 3.98 0.90 -1.40
O: 5.03 -1.07 -1.55

C20H34O5 | the ωB97M-V functional and the def2-TZVPD basis

The HOMO-LUMO gap is 10.009 eV. As for the electronic energy: -1158.712874 Eh.

Positions of all 59 atoms, in Å:
C: -7.08 -0.54 -0.08
H: -7.60 0.39 -0.29
C: -5.92 -0.73 -1.06
C: -4.96 0.46 -1.09
C: -4.25 0.75 0.23
C: -3.43 -0.42 0.79
H: -2.95 -0.08 1.71
H: -4.09 -1.25 1.05
C: -2.33 -0.94 -0.15
C: -1.42 0.19 -0.55
C: -0.37 0.60 0.14
C: 0.45 1.80 -0.21
C: 1.96 1.55 -0.14
C: 2.57 2.89 0.24
O: 3.74 3.17 0.22
C: 1.46 3.83 0.64
H: 1.71 4.40 1.53
C: 0.21 2.95 0.80
O: -1.01 3.62 0.62
H: -1.04 3.98 -0.28
H: 0.16 2.55 1.81
H: 1.31 4.55 -0.17
C: 2.54 0.97 -1.44
C: 3.94 0.39 -1.28
H: 4.35 0.19 -2.27
C: 3.99 -0.90 -0.46
C: 3.32 -2.08 -1.17
C: 3.41 -3.39 -0.40
H: 2.93 -4.17 -0.98
H: 4.46 -3.67 -0.26
C: 2.75 -3.33 0.98
C: 1.33 -2.82 0.93
O: 0.90 -1.97 1.68
O: 0.60 -3.38 -0.02
H: -0.31 -2.99 -0.02
H: 2.71 -4.34 1.40
H: 3.32 -2.71 1.67
H: 3.79 -2.22 -2.15
H: 2.27 -1.85 -1.34
H: 3.52 -0.74 0.51
H: 5.04 -1.16 -0.28
H: 4.57 1.14 -0.80
H: 2.57 1.77 -2.19
H: 1.85 0.20 -1.81
H: 2.17 0.86 0.68
H: 0.18 2.16 -1.21
H: -0.06 0.09 1.05
H: -1.71 0.71 -1.45
O: -1.65 -2.02 0.48
H: -1.17 -1.68 1.25
H: -2.78 -1.39 -1.04
H: -4.99 1.03 0.98
H: -3.58 1.60 0.09
H: -5.52 1.35 -1.38
H: -4.22 0.28 -1.88
H: -5.38 -1.64 -0.80
H: -6.33 -0.86 -2.06
H: -6.72 -0.50 0.94
H: -7.79 -1.36 -0.17

C3H6N2P | the ωB97M-V functional and the def2-TZVPD basis

The HOMO-LUMO gap is 8.114 eV. As for the electronic energy: -568.304850 Eh. The total charge is +1.

Positions of all 12 atoms, in Å:
C: -1.88 -0.47 -0.27
C: -0.99 -1.50 0.12
C: 1.38 1.23 0.10
N: -0.75 0.00 0.08
N: 0.07 1.02 -0.41
P: -0.72 -3.04 0.61
H: -2.71 -0.18 -0.75
H: 2.02 1.83 -0.58
H: 1.49 1.78 1.15
H: 1.91 0.37 0.09
H: -0.46 1.91 -0.68
H: 0.65 -2.94 0.55

C2H5N5O | the ωB97M-V functional and the def2-TZVPD basis

The HOMO-LUMO gap is 10.456 eV. As for the electronic energy: -428.115257 Eh.

Positions of all 13 atoms, in Å:
C: -1.90 -0.14 0.47
C: 1.41 0.58 -0.13
H: -1.51 0.42 1.34
H: -1.95 -1.20 0.79
H: -2.87 0.25 0.12
H: -1.29 -0.27 -1.54
H: 2.34 2.21 0.19
N: -0.97 0.11 -0.65
N: 0.33 -0.28 -0.44
N: 0.67 -1.55 -0.27
N: 1.88 -1.65 0.03
N: 1.44 1.84 -0.09
O: 2.41 -0.34 0.16